[1]
{"formula": "H6O3", "method": "the ωB97M-V functional and the def2-TZVPD basis", "orbital_gap_ev": 12.003, "total_energy_ha": -229.2924, "charge": 0, "e_homo_ev": -11.44, "smiles": "O.O.O", "multiplicity": 1, "relative_energy_kj_mol": 85.8, "species": ["O", "H", "H", "O", "H", "H", "O", "H", "H"], "coordinates": [[-2.088773, -0.971949, -0.862808], [-2.008009, -0.974110, 0.104273], [-2.668354, -0.196302, -0.780619], [1.061093, 1.455654, -1.253571], [0.885023, 0.574925, -1.588678], [1.985196, 1.627331, -1.422250], [1.006386, -0.919431, 1.786435], [1.588924, -0.258534, 2.180912], [0.238513, -0.337583, 1.836307]], "forces_ev_per_angstrom": [[-0.7, 1.1, 1.4], [0.9, -1.2, 0.0], [-0.2, 0.1, -1.4], [-0.4, 0.2, 0.2], [0.0, -0.2, 0.0], [0.3, 0.0, -0.1], [-0.2, 1.0, 0.5], [0.9, -0.5, 0.0], [-0.7, -0.5, -0.4]], "mulliken_charge": [-0.616, 0.297, 0.318, -0.638, 0.328, 0.312, -0.608, 0.317, 0.290]}


[2]
{"formula": "H6O3", "method": "the ωB97M-V functional and the def2-TZVPD basis", "orbital_gap_ev": 11.193, "total_energy_ha": -229.2819, "charge": 0, "e_homo_ev": -10.78, "smiles": "O.O.O", "multiplicity": 1, "relative_energy_kj_mol": 113.2, "species": ["O", "H", "H", "O", "H", "H", "O", "H", "H"], "coordinates": [[36.143000, 31.696000, 34.374000], [37.112000, 31.982000, 34.328000], [36.083000, 30.697000, 34.519000], [33.825000, 32.821000, 33.032000], [34.578000, 32.641000, 33.471000], [33.443000, 32.106000, 32.783000], [32.943000, 35.638000, 32.655000], [32.377000, 35.650000, 31.951000], [33.094000, 34.763000, 32.876000]], "forces_ev_per_angstrom": [[1.5, -1.2, 0.2], [-2.1, -1.0, 0.2], [0.6, 2.2, -0.3], [-0.4, 8.5, 0.1], [4.1, -1.2, 2.4], [-3.8, -7.3, -2.5], [1.7, 2.9, 2.1], [-2.2, 0.0, -2.8], [0.6, -3.0, 0.6]], "mulliken_charge": [-0.680, 0.326, 0.319, -0.571, 0.346, 0.226, -0.603, 0.287, 0.349]}


[3]
{"formula": "H6O3", "method": "the ωB97M-V functional and the def2-TZVPD basis", "orbital_gap_ev": 10.884, "total_energy_ha": -229.2770, "charge": 0, "e_homo_ev": -10.66, "smiles": "O.O.O", "multiplicity": 1, "relative_energy_kj_mol": 126.1, "species": ["O", "H", "H", "O", "H", "H", "O", "H", "H"], "coordinates": [[-1.927889, -0.549556, -0.830444], [-1.185889, -1.213556, -0.982444], [-1.913889, -0.118556, -1.718444], [-0.085889, 0.187444, 1.129556], [-0.720889, -0.375556, 0.769556], [-0.466889, 0.863444, 0.698556], [2.400111, 0.181444, 0.499556], [1.463111, 0.357444, 0.680556], [2.438111, 0.667444, -0.246444]], "forces_ev_per_angstrom": [[1.7, -0.9, -1.7], [-1.4, 0.9, 0.4], [-0.3, -0.2, 1.0], [2.1, -1.9, 2.8], [-1.4, -2.9, -0.4], [-1.6, 5.2, -2.0], [-0.3, -1.8, 3.1], [0.0, -0.8, 0.9], [1.3, 2.5, -4.2]], "mulliken_charge": [-0.709, 0.367, 0.332, -0.643, 0.315, 0.318, -0.632, 0.396, 0.256]}


[4]
{"formula": "H6O3", "method": "the ωB97M-V functional and the def2-TZVPD basis", "orbital_gap_ev": [10.475, 2.345], "total_energy_ha": -228.8845, "charge": 1, "e_homo_ev": [-14.87, -14.53], "multiplicity": 2, "relative_energy_kj_mol": 70.0, "species": ["O", "H", "H", "O", "H", "H", "O", "H", "H"], "coordinates": [[-2.319030, -2.265559, 0.013596], [-1.936790, -1.966219, 0.838536], [-2.903060, -2.980939, 0.265326], [2.021340, 2.146661, -1.302974], [2.298450, 1.523671, -1.974784], [1.534250, 1.617541, -0.671294], [0.670050, 0.730821, 0.644986], [-0.085260, 0.142841, 0.641006], [0.720050, 1.051181, 1.545606]], "forces_ev_per_angstrom": [[0.3, 0.3, -0.2], [0.0, -0.1, 0.3], [-0.2, -0.3, 0.0], [0.8, 2.1, -0.6], [0.7, -0.9, -1.6], [-1.9, -1.6, 2.7], [0.6, 0.5, -0.7], [-0.3, -0.3, -0.3], [0.2, 0.3, 0.4]], "mulliken_charge": [-0.599, 0.303, 0.335, 0.007, 0.475, 0.465, -0.676, 0.340, 0.350]}


[5]
{"formula": "H6O3PSi", "method": "the ωB97M-V functional and the def2-TZVPD basis", "orbital_gap_ev": [8.886, 8.617], "total_energy_ha": -859.8122, "charge": 1, "e_homo_ev": [-15.47, -14.40], "multiplicity": 1, "relative_energy_kj_mol": 403.8, "species": ["O", "O", "O", "Si", "P", "H", "H", "H", "H", "H", "H"], "coordinates": [[-0.946914, -1.753845, 0.119078], [1.272382, -0.813321, -0.567807], [0.857660, -0.699754, 1.724246], [-0.983472, 1.529145, -0.125324], [0.050320, -0.470942, 0.299942], [-0.482468, -2.543874, 0.016648], [1.425628, -0.096866, -1.205730], [1.662875, -1.225452, 1.506154], [0.713619, 2.522668, -1.838568], [-1.354301, 2.344405, 1.037790], [-2.215328, 1.207836, -0.966428]], "forces_ev_per_angstrom": [[-0.6, 4.8, 0.4], [0.9, 0.9, -2.6], [-1.5, 0.6, -1.4], [-0.1, 1.0, -2.1], [-0.3, -3.7, 3.8], [1.3, -2.5, -0.3], [0.6, -0.3, -0.5], [-0.5, 0.5, 0.4], [-1.3, -0.9, 1.5], [0.4, -0.2, 0.2], [0.9, -0.1, 0.5]], "mulliken_charge": [-0.448, -0.418, -0.500, 0.182, 1.038, 0.327, 0.305, 0.367, 0.042, 0.047, 0.058]}


Repeat the first record exactly.
{"formula": "H6O3", "method": "the ωB97M-V functional and the def2-TZVPD basis", "orbital_gap_ev": 12.003, "total_energy_ha": -229.2924, "charge": 0, "e_homo_ev": -11.44, "smiles": "O.O.O", "multiplicity": 1, "relative_energy_kj_mol": 85.8, "species": ["O", "H", "H", "O", "H", "H", "O", "H", "H"], "coordinates": [[-2.088773, -0.971949, -0.862808], [-2.008009, -0.974110, 0.104273], [-2.668354, -0.196302, -0.780619], [1.061093, 1.455654, -1.253571], [0.885023, 0.574925, -1.588678], [1.985196, 1.627331, -1.422250], [1.006386, -0.919431, 1.786435], [1.588924, -0.258534, 2.180912], [0.238513, -0.337583, 1.836307]], "forces_ev_per_angstrom": [[-0.7, 1.1, 1.4], [0.9, -1.2, 0.0], [-0.2, 0.1, -1.4], [-0.4, 0.2, 0.2], [0.0, -0.2, 0.0], [0.3, 0.0, -0.1], [-0.2, 1.0, 0.5], [0.9, -0.5, 0.0], [-0.7, -0.5, -0.4]], "mulliken_charge": [-0.616, 0.297, 0.318, -0.638, 0.328, 0.312, -0.608, 0.317, 0.290]}


- Which of these has the highest multiplicity?
  number 4


- Number 2 is which compound?
  H6O3